Entry 1:
104
Properties=species:S:1:pos:R:3:forces:R:3:mulliken_charge:R:1 method="wB97M-V/def2-TZVPD" total_energy_ev=-70526.5171 orbital_gap_ev=8.57 de_lowest_kj_mol=1092.7 homo_ev=-8.718 mol_weight_g_mol=664.9
C -0.672799 0.845528 0.439807 1.7 -3.4 0.0 -0.56
C 0.223367 -0.371453 0.467121 -2.3 4.7 -0.1 0.11
O -0.288285 -1.713819 0.785141 1.6 1.3 0.0 -0.14
S 0.962809 -2.845154 1.034671 -1.3 -5.0 -0.7 0.85
O 0.267312 -4.252136 0.895043 2.0 5.5 0.6 -0.56
O 1.549893 -2.830365 2.644697 -2.7 0.8 -0.2 -0.45
C 0.409123 -2.449394 3.491774 -1.2 1.6 0.8 -0.05
O 0.700011 -2.547473 4.961060 -1.9 2.8 -1.4 -0.42
C -0.057456 -1.372910 5.507086 -1.1 1.9 1.2 0.18
C -1.698442 -1.516659 5.633691 2.3 4.0 1.1 -0.20
C -2.509184 -0.187837 6.193359 4.9 -0.6 -0.7 -0.48
C -1.623041 1.174128 6.554087 1.2 -2.6 -0.8 -0.43
C 0.009130 1.277746 6.437277 -2.0 -4.1 -1.5 -0.44
C 0.820573 -0.038927 5.884134 -4.6 -0.4 0.4 -0.21
H -1.860550 0.776366 0.395685 2.9 -0.1 0.5 0.12
H -0.246732 1.960451 0.419439 -0.7 -3.0 -0.3 0.17
H 1.351447 -0.212770 0.170763 -2.3 -0.8 1.0 0.23
H -0.564243 -3.087647 3.248783 2.2 1.2 0.4 0.13
H 0.232134 -1.283565 3.305954 0.1 -2.7 0.2 0.26
H -2.215823 -2.529604 5.312561 1.2 2.4 0.8 0.36
H -3.674657 -0.261347 6.313428 2.6 0.4 -0.2 0.42
H -2.257560 2.098727 6.929716 1.6 -2.1 -0.8 0.42
H 0.632745 2.241095 6.682572 -1.6 -2.1 -0.5 0.30
H 1.982365 -0.092571 5.739625 -2.6 0.2 0.4 0.33
C -3.457625 -4.845368 1.087147 0.0 -0.1 -0.2 -0.69
O -4.762274 -5.361797 1.327863 0.2 0.2 0.5 -0.41
C -4.986667 -5.640591 2.713544 -0.5 0.2 -0.4 -0.51
C -5.830947 -4.543774 3.370399 0.6 -0.1 0.2 -0.52
O -5.113483 -3.306825 3.435110 -0.3 -0.1 -0.4 -0.29
C -5.526880 -2.390015 2.427510 0.1 0.0 0.1 -0.66
H -3.428827 -4.446886 0.068168 -0.1 -0.1 0.2 0.29
H -3.203029 -4.040271 1.780380 0.0 0.0 0.0 0.22
H -2.720353 -5.651682 1.168633 0.1 0.2 0.0 0.38
H -4.037149 -5.778455 3.244463 -0.1 0.1 0.0 0.29
H -5.538733 -6.585045 2.762233 0.0 0.0 0.1 0.40
H -6.048927 -4.839233 4.402133 0.0 0.0 0.0 0.35
H -6.787170 -4.415916 2.848048 0.2 0.0 0.0 0.35
H -6.504606 -1.973626 2.685250 -0.1 0.0 -0.1 0.33
H -5.577119 -2.863144 1.441782 0.0 0.0 0.1 0.35
H -4.799722 -1.575106 2.384658 0.0 -0.1 0.1 0.11
C -5.938773 3.330649 2.332663 -0.1 0.1 0.2 -0.67
O -5.461445 2.938252 3.615214 0.2 -0.2 -0.5 -0.43
C -4.607417 1.791865 3.547222 0.2 0.5 0.5 -0.24
C -3.132695 2.191258 3.661037 -0.2 -0.3 -0.6 -0.21
O -2.708558 2.938179 2.515958 -0.2 0.3 0.3 -0.21
C -2.637545 4.335433 2.779267 0.0 -0.1 -0.2 -0.88
H -6.388824 4.324229 2.423151 0.1 -0.2 0.1 0.25
H -5.133904 3.381657 1.595670 0.0 -0.1 0.0 0.28
H -6.707708 2.627640 1.993740 0.0 0.0 -0.1 0.32
H -4.791360 1.219825 2.629945 0.1 0.1 0.0 0.32
H -4.864797 1.153034 4.398570 0.0 0.0 0.0 0.17
H -2.523957 1.281392 3.690456 0.0 0.1 0.1 0.24
H -2.945782 2.750961 4.585893 -0.1 0.0 -0.2 0.19
H -1.759285 4.551610 3.393828 0.0 0.1 0.1 0.31
H -3.537741 4.701531 3.282909 0.1 -0.1 0.0 0.35
H -2.535438 4.860349 1.826004 0.0 -0.2 0.1 0.23
C 2.695541 -3.117927 -2.041236 -0.1 0.2 0.0 -0.71
O 3.410603 -1.892355 -1.925424 0.2 -0.4 0.0 -0.26
C 4.794217 -2.099597 -1.624003 -0.1 0.5 -0.4 -0.63
C 5.665974 -1.924726 -2.871694 -0.1 -0.5 0.2 -0.15
O 5.417806 -2.961982 -3.826418 -0.3 0.4 0.1 -0.42
C 4.590366 -2.522097 -4.898118 0.1 -0.2 0.1 -0.66
H 1.719287 -2.904835 -2.487839 0.1 0.1 0.1 0.26
H 3.217356 -3.836345 -2.677759 0.0 0.0 0.0 0.37
H 2.538704 -3.549496 -1.046498 0.1 -0.2 -0.2 0.21
H 4.952749 -3.083694 -1.166962 0.0 0.0 -0.1 0.34
H 5.076665 -1.338630 -0.888956 0.0 0.0 0.0 0.36
H 6.718060 -2.007029 -2.579074 0.0 0.0 0.0 0.35
H 5.518247 -0.934665 -3.320602 -0.1 -0.1 0.1 0.15
H 5.165764 -1.878420 -5.569203 -0.1 0.1 -0.1 0.27
H 3.708894 -1.982637 -4.537526 0.1 0.0 0.0 0.29
H 4.255563 -3.399835 -5.456824 0.1 0.0 0.1 0.26
C 7.812432 4.377448 -4.032985 0.3 0.0 -0.1 -0.68
O 8.770486 3.395865 -3.651700 -0.5 -0.1 0.2 -0.37
C 8.282020 2.536318 -2.616918 0.4 -0.3 -0.4 -0.68
C 7.842748 1.181798 -3.182242 -0.5 0.4 0.2 -0.30
O 6.687360 1.318716 -4.016100 0.5 0.1 -0.1 -0.34
C 7.013958 1.279449 -5.401193 -0.2 0.0 0.1 -0.85
H 8.151425 4.844974 -4.962737 0.1 -0.1 0.2 0.24
H 6.826379 3.939904 -4.205704 0.0 0.0 0.1 0.28
H 7.745123 5.148636 -3.257686 -0.1 0.0 0.0 0.32
H 7.466462 3.015187 -2.061930 0.0 -0.1 -0.1 0.35
H 9.111652 2.373825 -1.920895 0.0 0.0 0.0 0.38
H 7.558507 0.529570 -2.349721 0.0 0.0 0.0 0.29
H 8.663099 0.696059 -3.725053 -0.1 0.2 0.0 0.37
H 7.252022 0.253669 -5.695911 0.1 0.0 -0.1 0.32
H 7.856935 1.935523 -5.639926 0.0 -0.1 0.1 0.40
H 6.142300 1.613572 -5.969741 0.0 -0.1 0.2 0.24
C -2.664908 0.718986 -3.011126 0.1 0.1 0.2 -0.83
O -1.926935 1.916589 -2.792272 -0.1 -0.2 -0.5 -0.20
C -1.090921 2.248065 -3.905554 -0.3 0.5 0.4 -0.55
C -1.711412 3.363964 -4.752331 0.0 -0.6 -0.3 -0.52
O -2.903012 2.915847 -5.406753 0.0 0.2 0.5 -0.38
C -4.082073 3.375735 -4.754824 0.0 -0.1 -0.1 -0.68
H -3.437083 0.645672 -2.238918 0.2 0.1 -0.1 0.21
H -3.152280 0.712801 -3.988882 0.0 0.0 0.0 0.44
H -1.998910 -0.146526 -2.923444 -0.1 0.0 -0.1 0.28
H -0.880056 1.361311 -4.515199 -0.1 0.1 0.0 0.36
H -0.141359 2.606236 -3.494230 0.0 0.0 0.0 0.35
H -1.002461 3.643099 -5.538942 0.0 0.0 0.1 0.37
H -1.908889 4.256322 -4.145484 0.0 -0.2 0.0 0.32
H -4.226949 4.439936 -4.960354 -0.1 0.1 0.1 0.33
H -4.039791 3.212665 -3.673317 0.0 0.0 -0.1 0.27
H -4.935059 2.822512 -5.156113 0.2 0.0 0.0 0.24


Entry 2:
12
Properties=species:S:1:pos:R:3:forces:R:3:nbo_charge:R:1 method="wB97M-V/def2-TZVPD" total_energy_ev=-7323.8732 orbital_gap_ev=9.32 de_lowest_kj_mol=522.1 homo_ev=-8.923 mol_weight_g_mol=82.1
C 1.445057 0.437815 -0.371410 0.2 -0.3 0.0 -0.75
C 0.872926 -0.112719 0.783670 0.2 0.1 -0.2 0.11
O -0.495393 1.225693 1.034774 -0.1 0.3 -0.1 -0.68
C -0.609914 -0.160891 0.813801 0.0 -0.2 0.1 -0.06
C -1.304007 -0.589039 -0.407024 -0.3 -0.1 -0.4 -0.03
C -1.886380 -0.943590 -1.399019 0.2 0.1 0.4 -0.22
H 0.506339 1.320127 0.070540 -0.2 0.1 0.2 0.45
H 1.052384 0.112594 -1.335053 0.0 0.1 0.2 0.25
H 2.473364 0.785676 -0.341653 -0.2 -0.1 0.0 0.23
H 1.379191 -0.151395 1.744093 -0.1 0.0 -0.1 0.23
H -1.028710 -0.669620 1.686807 0.0 0.0 -0.1 0.22
H -2.404857 -1.254651 -2.279526 0.1 0.1 0.2 0.24


Entry 3:
19
Properties=species:S:1:pos:R:3:forces:R:3:mulliken_spin:R:1 method="wB97M-V/def2-TZVPD" total_energy_ev=-19726.0756 total_charge=+1 orbital_gap_ev="8.93 / 3.33" de_lowest_kj_mol=153.5 spin_multiplicity=2 homo_ev="-12.913 / -12.757" s2=0.7535 mol_weight_g_mol=133.2
O -1.019372 -3.726043 0.310294 0.3 0.1 -0.8 0.01
C -0.642881 -2.627993 -0.036071 -0.7 -1.5 1.7 0.00
N -0.057482 -1.804114 0.891134 0.9 1.9 -0.3 0.02
C -0.252166 -0.336237 0.828182 -1.0 -1.0 -0.1 0.00
C 0.609089 0.248263 -0.287833 0.9 0.1 -1.4 0.06
C -0.060395 1.192390 -1.322653 -0.5 0.2 0.4 -0.07
S 0.532387 2.931484 -1.271580 -1.4 -0.4 -0.4 0.92
C -0.062396 0.318391 2.176658 1.0 1.5 0.6 0.00
H -0.808557 -2.282147 -1.066846 0.2 0.5 0.1 0.00
H 0.144120 -2.144843 1.817131 -0.3 -0.6 -0.1 0.00
H -1.320671 -0.272254 0.567998 0.2 0.7 -0.1 0.00
H 1.496321 0.785887 0.046861 0.0 -0.2 0.6 -0.01
H 1.032955 -0.589382 -0.864532 -0.3 0.3 0.2 0.00
H -1.169457 1.256290 -1.277117 0.5 0.5 0.5 0.01
H 0.010234 0.808072 -2.342150 0.8 0.2 -0.3 0.07
H 1.839543 2.928317 -0.963418 0.3 -0.7 0.0 -0.01
H 0.927362 0.759209 2.371803 0.5 -1.1 -0.3 0.00
H -0.545035 1.291506 2.281290 -1.1 -0.3 -0.3 0.00
H -0.308499 -0.292898 3.037354 -0.3 -0.1 -0.1 0.00


Entry 4:
14
Properties=species:S:1:pos:R:3:forces:R:3:nbo_charge:R:1 method="wB97M-V/def2-TZVPD" total_energy_ev=-18630.8913 orbital_gap_ev=9.01 de_lowest_kj_mol=353.0 homo_ev=-8.573 mol_weight_g_mol=117.2
C 1.506613 -1.547414 0.060136 0.6 0.1 0.0 0.20
C -1.711790 0.755654 0.165458 -1.1 -1.1 -0.3 -0.68
C -0.908865 -0.298281 0.824481 4.3 -0.5 -1.0 -0.26
C 0.955574 -0.184434 -0.249490 -2.0 -1.7 3.0 0.04
N 1.956475 -2.608834 0.208589 -0.7 1.3 -0.1 -0.31
O 0.484176 -0.133869 -1.503859 -0.9 1.1 -1.2 -0.71
S 2.001353 1.066306 0.561577 0.4 0.2 -0.3 -0.02
H -1.105045 1.676930 0.042923 -0.6 -0.4 -0.1 0.23
H -2.687915 0.960785 0.712454 1.2 -0.1 -0.6 0.23
H -1.944382 0.204297 -0.785043 -0.1 1.6 0.4 0.24
H -0.840881 -1.325956 0.516136 -1.4 -0.3 -0.4 0.20
H -0.571251 -0.308971 1.843327 0.0 0.8 0.5 0.20
H 1.022546 -0.457476 -2.232994 0.6 -0.1 0.3 0.50
H 1.843394 2.201258 -0.163689 -0.4 -0.6 -0.1 0.15